(1)
Computed, not measured: a cluster of 2 separate species, CH5PS2 in total in a non-equilibrium geometry, with ωB97M-V with the def2-TZVPD basis set.

CARTESIAN COORDINATES (ANGSTROEM)
C -0.35 1.19 -0.20
P -0.67 -0.56 0.34
S 2.14 -1.36 -0.15
S -2.63 -0.71 0.30
H -0.09 1.36 -1.21
H 0.52 1.57 0.35
H -1.22 1.69 0.07
H -0.15 -0.85 1.60
H 2.45 -2.32 -1.10

Results
Total charge ... 0
Energy above the lowest of the compared OMol25 structures with the same formula, charge and spin ... 63.50 kcal/mol
Kohn-Sham gap (alpha / beta) ... 7.4 / 6.4 eV
E_HOMO (alpha / beta) ... -9.47 / -8.80 eV

=====

(2)
Computed, not measured: a structure of composition C36H41AsN2O5SeW, with ωB97M-V with the def2-TZVPD basis set.

CARTESIAN COORDINATES (ANGSTROEM)
W -0.94 -1.56 -0.18
O -0.69 -1.94 -3.27
C 0.20 -2.93 -3.78
C -0.24 -4.34 -3.43
N -0.32 -4.60 -2.00
C 0.89 -4.59 -1.22
C 0.69 -3.37 -0.36
O 0.05 -3.39 0.72
O 0.82 -2.17 -0.87
C -1.52 -5.10 -1.41
C -2.51 -4.10 -0.80
O -3.52 -4.33 -0.25
O -2.12 -2.73 -0.96
H -1.39 -1.80 -3.91
H 1.18 -2.71 -3.35
H 0.30 -2.85 -4.87
H 0.46 -5.05 -3.90
H -1.22 -4.53 -3.86
H 1.76 -4.47 -1.86
H 1.01 -5.47 -0.59
H -1.31 -5.80 -0.59
H -2.11 -5.67 -2.14
C -0.31 6.21 3.08
C -0.21 4.88 2.40
C -0.17 4.79 1.01
C -0.05 3.58 0.34
C -0.03 3.59 -1.16
C 0.02 2.41 1.13
As 0.33 0.71 0.29
N -1.32 0.18 -0.71
C -2.58 0.83 -0.93
C -2.97 1.95 -0.20
C -4.23 2.49 -0.44
C -5.07 1.94 -1.40
C -4.66 0.82 -2.12
C -3.42 0.27 -1.89
C 1.80 0.89 -0.96
C 3.02 0.89 -0.25
C 3.08 0.87 1.26
C 4.20 0.97 -0.96
C 4.22 1.04 -2.35
C 5.52 1.10 -3.10
C 3.00 1.03 -3.01
C 1.78 0.96 -2.35
C 0.55 1.01 -3.22
C -0.03 2.46 2.53
C 0.03 1.25 3.41
C -0.14 3.71 3.14
H -0.64 6.99 2.40
H 0.67 6.50 3.47
H -0.99 6.17 3.93
H -0.24 5.70 0.42
H -0.44 4.53 -1.53
H -0.63 2.78 -1.58
H 0.98 3.49 -1.54
H -2.34 2.38 0.55
H -4.55 3.35 0.13
H -6.04 2.37 -1.58
H -5.32 0.39 -2.87
H -3.09 -0.60 -2.45
H 2.41 0.13 1.71
H 2.84 1.84 1.69
H 4.08 0.60 1.59
H 5.14 0.99 -0.41
H 6.24 1.72 -2.57
H 5.38 1.51 -4.10
H 5.95 0.11 -3.20
H 3.00 1.09 -4.10
H 0.63 0.27 -4.02
H 0.47 1.99 -3.69
H -0.38 0.81 -2.70
H 0.25 0.33 2.87
H -0.92 1.10 3.93
H 0.80 1.37 4.18
H -0.18 3.76 4.22
Se -2.11 -1.52 1.96
C -1.01 -2.07 3.43
C 0.37 -2.22 3.43
C 1.01 -2.59 4.60
C 0.29 -2.81 5.76
C -1.09 -2.65 5.76
C -1.75 -2.29 4.59
H 0.95 -2.05 2.53
H 2.09 -2.71 4.60
H 0.80 -3.10 6.67
H -1.66 -2.82 6.66
H -2.83 -2.18 4.60

Results
Total charge ... +2
Energy above the lowest of the compared OMol25 structures with the same formula, charge and spin ... 41.38 kcal/mol
Kohn-Sham gap (alpha / beta) ... 5.8 / 5.8 eV
E_HOMO (alpha / beta) ... -13.72 / -13.72 eV

=====

(3)
Computed, not measured: a cluster of 3 separate species, C5H14N2O2 in total in a non-equilibrium geometry, with ωB97M-V with the def2-TZVPD basis set.

CARTESIAN COORDINATES (ANGSTROEM)
C -1.00 -0.32 0.84
C -2.29 0.21 0.24
C -0.90 -0.27 2.36
O -0.57 -1.48 0.29
H 0.47 -1.32 0.02
H -0.13 0.47 0.49
H -1.20 0.71 2.74
H -2.23 0.18 -0.85
H -2.49 1.23 0.57
H -3.12 -0.44 0.55
H -1.57 -1.03 2.79
H 0.12 -0.47 2.67
C 1.67 -0.78 -0.98
C 1.22 0.99 0.10
N 0.92 1.82 -0.92
N 0.97 -0.62 -2.25
O 1.84 1.22 1.10
H 0.68 1.35 -1.79
H 1.39 2.72 -0.94
H 0.11 -1.15 -2.25
H 1.53 -0.92 -3.04
H 1.93 -1.80 -0.69
H 2.65 -0.31 -1.05

Results
Total charge ... 0
Energy above the lowest of the compared OMol25 structures with the same formula, charge and spin ... 94.58 kcal/mol
Kohn-Sham gap ... 9.2 eV
E_HOMO ... -8.70 eV

=====

(4)
Computed, not measured: a structure of composition C28H38B2BaF8N3O12 in a non-equilibrium geometry, with ωB97M-V with the def2-TZVPD basis set.

CARTESIAN COORDINATES (ANGSTROEM)
Ba 2.12 2.81 -0.11
B -0.36 0.78 0.46
F -0.36 -0.58 0.56
F -1.66 1.31 0.29
F 0.33 1.43 1.49
F 0.27 1.19 -0.82
B 3.61 2.07 3.32
F 2.58 1.99 4.30
F 4.70 1.29 3.66
F 3.08 1.62 2.07
F 3.96 3.43 3.17
C 3.15 -0.53 -2.42
C 4.25 0.34 -1.77
O 5.33 0.41 -2.36
O 3.95 0.94 -0.68
H 2.17 -0.30 -2.00
H 3.43 -1.56 -2.21
H 3.14 -0.38 -3.50
C 0.17 1.30 -4.12
C 0.32 1.94 -5.35
C -0.81 2.25 -6.10
C -2.06 1.87 -5.65
C -2.22 1.13 -4.48
C -1.09 0.92 -3.69
N -3.19 1.97 -6.57
O -2.99 2.41 -7.69
O -4.29 1.60 -6.18
H 1.03 1.05 -3.52
H 1.29 2.22 -5.74
H -0.71 2.75 -7.05
H -3.19 0.78 -4.16
H -1.22 0.45 -2.73
C 3.37 -2.97 0.68
C 3.99 -4.20 0.91
C 3.56 -4.98 1.97
C 2.49 -4.54 2.73
C 1.84 -3.35 2.48
C 2.26 -2.58 1.41
N 2.03 -5.40 3.81
O 1.38 -4.89 4.70
O 2.29 -6.59 3.75
H 3.79 -2.31 -0.07
H 4.85 -4.49 0.33
H 4.04 -5.91 2.22
H 1.00 -3.08 3.10
H 1.81 -1.64 1.15
C -2.91 1.78 4.98
C -3.21 1.33 3.70
C -4.27 0.46 3.52
C -4.96 -0.02 4.61
C -4.65 0.39 5.90
C -3.67 1.36 6.05
N -6.05 -0.99 4.43
O -6.76 -1.22 5.39
O -6.19 -1.48 3.33
H -2.11 2.50 5.11
H -2.66 1.69 2.84
H -4.53 0.11 2.53
H -5.19 0.04 6.76
H -3.53 1.79 7.04
C -0.79 4.21 -1.82
O 0.01 4.41 -0.68
C -0.66 5.04 0.40
C 0.33 5.71 1.32
O 1.18 4.75 1.93
C 0.78 4.28 3.20
H -1.18 5.15 -2.23
H -1.65 3.57 -1.60
H -0.21 3.65 -2.55
H -1.24 4.33 1.01
H -1.39 5.77 0.03
H -0.16 6.33 2.08
H 0.97 6.39 0.75
H 1.09 4.96 3.99
H 1.28 3.34 3.40
H -0.30 4.07 3.24
C -1.48 -2.28 -2.34
O -0.08 -2.32 -2.61
C 0.60 -3.11 -1.66
C 0.50 -4.60 -1.90
O 1.02 -4.96 -3.15
C 0.52 -6.20 -3.60
H -1.96 -2.09 -3.29
H -1.66 -1.51 -1.58
H -1.86 -3.21 -1.90
H 0.17 -2.91 -0.67
H 1.66 -2.84 -1.62
H -0.55 -4.91 -1.75
H 1.08 -5.11 -1.10
H 1.17 -6.53 -4.41
H -0.53 -6.12 -3.89
H 0.63 -6.97 -2.81

Results
Total charge ... -1
Kohn-Sham gap ... 7.1 eV
E_HOMO ... -6.14 eV

=====

(5)
Computed, not measured: an isolated molecule of C5H10O2, with ωB97M-V with the def2-TZVPD basis set.

CARTESIAN COORDINATES (ANGSTROEM)
C 0.31 2.00 0.37
C 0.52 0.56 -0.05
C 0.25 -0.53 1.00
O -1.02 -0.44 1.60
C 0.33 -1.55 -0.15
C -0.13 -0.41 -1.10
O -1.55 -0.35 -1.19
H 0.82 2.70 -0.30
H 0.80 2.08 1.35
H -0.72 2.33 0.51
H 1.58 0.49 -0.33
H 0.97 -0.61 1.82
H -1.68 -0.70 0.95
H 1.36 -1.84 -0.35
H -0.30 -2.44 -0.08
H 0.29 -0.40 -2.12
H -1.83 -0.87 -1.95

Results
Total charge ... 0
Energy above the lowest of the compared OMol25 structures with the same formula, charge and spin ... 50.12 kcal/mol
Structure (SMILES) ... C[C@@H]1[C@H](O)C[C@@H]1O
Kohn-Sham gap ... 10.3 eV
E_HOMO ... -9.62 eV

=====

(6)
Computed, not measured: a structure of composition C27H44BCsMgN2NaO12Si2 in a non-equilibrium geometry, with ωB97M-V with the def2-TZVPD basis set.

CARTESIAN COORDINATES (ANGSTROEM)
O -2.27 -2.28 -1.64
C -2.79 -1.10 -1.98
C -1.87 0.30 -2.14
C -0.39 0.29 -2.90
C 0.36 1.77 -3.01
C -0.31 3.17 -2.44
C -1.77 3.16 -1.66
C -2.53 1.71 -1.54
C -4.03 1.55 -0.82
O -4.32 2.15 0.34
C -5.08 0.55 -1.65
C -6.64 1.00 -1.86
B -7.36 2.38 -1.34
O -8.87 2.43 -1.41
O -6.70 3.60 -0.85
C -7.60 -0.06 -2.75
C -6.95 -1.47 -3.33
C -5.37 -1.89 -3.12
C -4.42 -0.86 -2.26
H 0.08 -0.71 -3.32
H 1.39 1.85 -3.57
H 0.20 4.24 -2.55
H -2.31 4.10 -1.22
H -9.02 3.12 -2.14
H -5.83 3.78 -1.31
H -8.74 0.20 -2.95
H -7.60 -2.22 -3.98
H -4.87 -2.87 -3.53
Cs -2.32 1.01 0.84
C 4.55 0.99 -2.74
C 3.87 0.09 -1.73
O 3.02 0.85 -0.88
H 5.13 1.77 -2.24
H 5.21 0.42 -3.39
H 3.80 1.51 -3.35
H 4.62 -0.41 -1.10
H 3.28 -0.68 -2.22
H 2.36 1.28 -1.45
C -3.80 6.92 4.93
C -3.96 5.43 5.20
O -2.71 4.85 5.60
C -2.36 5.05 6.90
O -3.01 5.67 7.73
O -1.15 4.47 7.10
C -0.62 4.69 8.41
H -2.99 7.09 4.22
H -4.72 7.34 4.53
H -3.54 7.46 5.85
H -4.26 4.93 4.28
H -4.74 5.24 5.94
H -1.34 4.41 9.18
H -0.33 5.74 8.52
H 0.27 4.07 8.52
C -5.35 6.42 9.90
O -6.35 7.20 9.51
H -4.88 6.65 10.87
H -5.56 5.35 10.01
H -4.46 6.39 9.25
C 3.20 -3.37 -3.27
Si 4.60 -4.65 -3.35
C 4.72 -5.21 -5.13
C 4.06 -6.10 -2.30
N 6.06 -3.90 -2.77
Si 7.56 -4.79 -2.70
C 8.13 -5.38 -4.39
C 7.47 -6.27 -1.55
C 8.91 -3.65 -2.03
H 2.27 -3.82 -3.64
H 3.04 -3.03 -2.25
H 3.44 -2.51 -3.90
H 3.73 -5.46 -5.52
H 5.35 -6.10 -5.24
H 5.14 -4.42 -5.76
H 4.07 -5.84 -1.23
H 4.70 -6.98 -2.45
H 3.04 -6.40 -2.56
H 7.52 -6.21 -4.76
H 9.16 -5.74 -4.33
H 8.10 -4.56 -5.12
H 7.04 -5.99 -0.59
H 8.48 -6.67 -1.37
H 6.87 -7.08 -1.98
H 8.65 -3.30 -1.03
H 9.04 -2.78 -2.68
H 9.86 -4.19 -1.97
Mg -8.92 -2.92 -2.40
N -4.12 -2.56 4.58
O -3.55 -1.76 3.81
O -3.74 -3.74 4.63
O -5.06 -2.17 5.28
Na 9.08 -2.49 0.78

Results
Total charge ... +1
Kohn-Sham gap ... 0.8 eV
E_HOMO ... -8.15 eV

=====

(7)
Computed, not measured: an isolated molecule of C3H11NSi2 in a non-equilibrium geometry, with ωB97M-V with the def2-TZVPD basis set.

CARTESIAN COORDINATES (ANGSTROEM)
C -0.02 -1.87 -0.78
C 1.04 -0.67 -0.55
C -1.29 -1.91 -0.02
N 0.39 0.46 -1.17
Si -0.74 1.44 -0.27
Si 0.00 2.26 1.70
H 0.01 -1.83 -1.92
H 0.49 -2.72 -0.59
H 1.43 -0.64 0.49
H 1.85 -0.89 -1.10
H -1.92 -1.11 -0.22
H -1.44 -2.20 1.03
H 0.06 0.23 -2.09
H -0.54 2.61 -1.26
H 1.42 1.44 1.99
H -0.97 1.74 2.64
H 0.21 3.66 2.13

Results
Total charge ... 0
Energy above the lowest of the compared OMol25 structures with the same formula, charge and spin ... 84.85 kcal/mol
Kohn-Sham gap (alpha / beta) ... 7.6 / 7.1 eV
E_HOMO (alpha / beta) ... -8.46 / -7.36 eV

=====

(8)
Computed, not measured: a cluster of 3 separate species, C44H47BCl2FN2O7S in total in a non-equilibrium geometry, with ωB97M-V with the def2-TZVPD basis set.

CARTESIAN COORDINATES (ANGSTROEM)
C 6.74 -1.48 2.43
C 7.38 -0.51 1.41
B 6.52 -0.45 0.06
O 5.15 -0.53 0.15
C 7.28 -0.31 -1.40
C 7.76 -1.72 -1.68
Cl 7.07 -2.92 -0.62
C 8.61 -2.12 -2.64
C 9.29 -1.22 -3.63
Cl 9.02 -3.78 -2.81
C 8.42 0.70 -1.16
C 7.87 2.08 -0.79
C 6.87 2.63 -1.80
C 7.63 3.24 -2.99
N 8.28 4.48 -2.55
N 5.87 1.64 -2.34
C 4.56 1.74 -1.60
C 3.61 2.67 -2.34
C 2.19 2.58 -1.76
C 1.54 1.21 -2.02
C 2.13 2.94 -0.26
C 6.44 0.26 -2.55
S 5.27 -0.91 -3.31
O 4.73 -1.81 -2.37
O 5.95 -1.43 -4.44
F 4.19 0.08 -3.85
H 7.51 -2.10 2.89
H 6.27 -0.94 3.24
H 6.03 -2.15 1.97
H 8.34 -0.93 1.12
H 7.53 0.48 1.84
H 4.82 0.15 0.74
H 9.88 -1.85 -4.29
H 10.01 -0.56 -3.16
H 8.60 -0.69 -4.28
H 9.00 0.87 -2.06
H 9.12 0.34 -0.41
H 7.54 2.14 0.25
H 8.72 2.76 -0.85
H 6.35 3.47 -1.34
H 8.41 2.57 -3.34
H 6.95 3.45 -3.83
H 7.56 5.20 -2.45
H 8.85 4.81 -3.31
H 5.66 1.99 -3.27
H 4.71 2.17 -0.61
H 4.07 0.78 -1.46
H 3.93 3.71 -2.24
H 3.58 2.43 -3.41
H 1.57 3.32 -2.28
H 0.47 1.36 -2.04
H 1.83 0.79 -2.99
H 1.76 0.50 -1.23
H 3.07 3.36 0.11
H 1.32 3.64 -0.09
H 1.86 2.06 0.32
H 7.13 0.39 -3.38
C -3.52 3.46 2.14
C -4.70 3.01 2.73
C -5.03 1.67 2.67
C -4.19 0.77 2.03
C -3.01 1.22 1.43
C -2.68 2.57 1.50
C -2.12 0.29 0.69
O -1.09 0.68 0.17
C -2.52 -1.14 0.61
C -1.73 -2.03 -0.12
C -2.09 -3.36 -0.20
C -3.23 -3.83 0.45
C -4.02 -2.95 1.17
C -3.67 -1.61 1.24
C -4.56 -0.67 2.00
O -5.55 -1.07 2.57
H -3.26 4.51 2.19
H -5.36 3.71 3.22
H -5.95 1.31 3.13
H -1.76 2.92 1.04
H -0.85 -1.67 -0.62
H -1.47 -4.05 -0.77
H -3.50 -4.87 0.39
H -4.91 -3.30 1.67
C -8.62 -2.43 -0.69
C -8.10 -1.27 -0.15
C -8.65 -0.72 1.00
C -9.74 -1.34 1.60
C -10.28 -2.50 1.05
C -9.71 -3.05 -0.10
C -11.48 -3.15 1.65
O -11.94 -4.16 1.17
C -12.08 -2.52 2.86
C -13.23 -3.08 3.41
C -13.80 -2.52 4.54
C -13.23 -1.40 5.12
C -12.09 -0.83 4.58
C -11.52 -1.39 3.44
C -10.31 -0.75 2.85
O -9.81 0.23 3.36
H -8.18 -2.86 -1.58
H -7.25 -0.78 -0.62
H -8.24 0.18 1.43
H -10.13 -3.95 -0.52
H -13.67 -3.96 2.95
H -14.70 -2.96 4.96
H -13.67 -0.97 6.01
H -11.64 0.04 5.03

Results
Total charge ... +1
Kohn-Sham gap ... 8.1 eV
E_HOMO ... -10.62 eV

=====

(9)
Computed, not measured: a structure of composition C3H8ClNOSi in a non-equilibrium geometry, with ωB97M-V with the def2-TZVPD basis set.

CARTESIAN COORDINATES (ANGSTROEM)
C -0.04 0.46 -0.02
C 0.65 1.80 0.05
C -1.52 0.61 -0.26
N 0.79 -0.46 0.09
O 0.08 -2.06 0.08
Si 0.64 -3.44 -0.51
Cl -0.92 -4.69 -0.34
H 0.81 2.42 -0.80
H 0.07 2.42 0.68
H 1.48 1.71 0.59
H -1.56 1.10 -1.35
H -2.04 -0.31 -0.22
H -1.79 1.30 0.53
H 0.84 -3.52 -2.00
H 1.49 -4.14 0.43

Results
Total charge ... 0
Energy above the lowest of the compared OMol25 structures with the same formula, charge and spin ... 24.62 kcal/mol
Kohn-Sham gap ... 10.4 eV
E_HOMO ... -10.19 eV

=====

Q: total charge of number 8 (C44H47BCl2FN2O7S)?
A: +1